Entry 1:
Here is a structure of composition C15H20Cl4N4O2SSiTl from the Open Molecules 2025 dataset. Energies are from wB97M-V/def2-TZVPD.

Geometry as XYZ:
```
48
Properties=species:S:1:pos:R:3:nbo_charge:R:1
H 6.451 0.302 2.479 0.235
Si 0.565 -4.039 2.253 1.403
N -1.238 -2.268 0.036 -0.218
H -5.213 2.202 -1.619 0.215
H 0.553 2.600 -2.312 0.215
H -2.471 4.569 -1.531 0.219
H -2.261 4.472 -3.292 0.212
N -3.314 2.347 -0.788 -0.415
C -3.836 1.804 0.455 -0.401
H -3.061 1.790 1.215 0.221
C -1.316 -3.780 1.528 -0.460
H 4.057 0.710 3.044 0.243
Tl -0.799 0.225 2.538 0.779
H -1.170 -3.448 -1.744 0.264
Cl 0.407 -5.918 3.007 -0.291
C 1.889 -0.122 1.716 0.782
C 5.659 -0.067 1.843 -0.241
H -1.772 -4.115 2.456 0.321
N -1.549 2.797 -2.203 -0.415
C -4.338 2.847 -1.703 -0.413
H -4.647 2.446 0.793 0.216
Cl 1.947 -3.960 0.804 -0.266
C -2.063 2.063 -1.198 0.389
S -1.121 0.833 -0.481 -0.389
C 3.655 -1.016 0.170 -0.114
O 1.628 0.624 2.689 -0.762
H 2.863 -1.345 -0.488 0.216
C -0.341 2.367 -2.894 -0.409
H 5.253 -1.768 -1.061 0.230
C 4.980 -1.244 -0.157 -0.269
C -1.230 -3.442 -0.671 -0.042
H -1.378 -5.500 0.047 0.275
C 5.971 -0.777 0.694 -0.003
Cl 7.632 -1.080 0.307 0.019
H -4.638 3.867 -1.466 0.211
H -4.217 0.788 0.318 0.200
C -1.816 4.230 -2.326 -0.413
C 4.329 0.158 2.156 -0.149
N -1.344 -2.413 1.298 -0.072
O 0.982 -0.719 1.052 -0.845
C -1.322 -4.443 0.240 -0.171
H -0.868 4.764 -2.235 0.218
H -0.371 1.297 -3.074 0.227
H -3.978 2.806 -2.727 0.222
C 3.319 -0.330 1.332 -0.201
H -0.299 2.892 -3.847 0.212
Cl 0.997 -2.699 3.684 -0.257
H -1.167 -1.306 -0.337 0.475
```

As for the frontier orbital gap: 0.23505 Ha. The energy above the lowest of the compared OMol25 structures with the same formula, charge and spin is 0.0 kcal per mole. The calculated total energy is -3653.9706 Ha. As for the total charge: +1.

=====

Entry 2:
Here is a cluster of 2 separate species, C15H20Cl4NO in total in a non-equilibrium geometry from the Open Molecules 2025 dataset. Energies are from wB97M-V/def2-TZVPD.

Geometry as XYZ:
```
41
Properties=species:S:1:pos:R:3:nbo_charge:R:1
C 2.120 0.184 -1.174 -0.445
H 5.848 -2.659 -0.438 0.262
C 0.991 0.562 -0.196 0.111
Cl -4.728 2.359 1.898 0.039
H 3.908 0.550 1.097 0.453
H -0.185 -1.298 -1.107 0.162
C -4.646 -1.409 0.280 -0.216
C -2.876 -1.811 -1.294 -0.246
H 3.914 -1.982 -2.285 0.259
H -2.128 0.862 0.649 0.225
H -2.437 -2.392 -2.094 0.208
N 3.990 -0.301 0.551 -0.415
H 4.170 -3.017 0.128 0.262
H 0.906 -0.212 0.582 0.158
C 4.858 -2.259 -0.250 -0.479
H -4.335 0.254 1.622 0.204
C -2.174 -0.725 -0.765 0.034
H 5.713 -0.975 1.490 0.248
Cl -4.240 5.077 1.062 0.058
H 4.954 -0.656 -1.584 0.214
C -3.943 -0.329 0.793 -0.177
H -5.599 -1.691 0.705 0.223
H 1.734 -0.335 -2.048 0.250
C -2.702 0.027 0.275 -0.256
C 3.116 -0.770 -0.548 -0.051
C 4.948 -1.130 0.743 0.308
Cl -6.532 4.467 2.704 0.070
C -4.848 4.065 2.375 -0.224
H 1.414 2.676 -0.201 0.229
H 2.179 1.784 1.166 0.172
H -0.861 -0.408 -2.446 0.197
C -4.112 -2.154 -0.768 -0.190
H 0.462 2.096 1.169 0.243
O -0.241 0.754 -0.832 -0.523
Cl -3.878 4.334 3.827 0.054
C 4.209 -1.430 -1.403 -0.373
H 2.637 1.076 -1.533 0.225
H 2.543 -1.614 -0.147 0.214
C -0.813 -0.434 -1.356 -0.097
C 1.306 1.871 0.521 -0.610
H -4.640 -3.007 -1.168 0.221
```

As for the frontier orbital gap: 0.24164 Ha. The calculated total energy is -2554.0370 Ha. As for the total charge: +1.

=====

Entry 3:
Here is a structure of composition C15H20ClO19Pd in a non-equilibrium geometry from the Open Molecules 2025 dataset. Energies are from wB97M-V/def2-TZVPD.

Geometry as XYZ:
```
56
Properties=species:S:1:pos:R:3:lowdin_spin:R:1
H 2.761 -2.328 0.274 0.000
C -1.243 -0.842 -2.828 0.000
O 2.418 -6.603 -0.294 0.000
O 2.740 -4.384 0.257 0.000
O 1.381 -4.839 -1.418 0.000
H 1.526 2.442 -4.899 0.000
H -1.196 3.115 0.796 0.000
H -2.379 -0.100 -1.148 0.000
C -2.647 4.076 2.100 0.000
O 2.538 0.154 1.098 0.303
H 1.418 2.858 -2.253 0.003
C -1.332 2.589 -3.614 0.000
C 0.782 3.139 -3.092 0.001
H -2.243 4.302 -0.019 0.000
H 1.419 0.292 4.725 0.000
C 1.193 -1.886 4.526 0.000
H -0.254 -0.466 -2.567 0.000
O -3.399 -1.545 -2.331 0.000
O 2.743 -0.878 5.799 0.000
O -0.473 2.060 -4.551 0.000
O 0.383 -0.802 1.278 0.060
O 1.030 0.524 -0.520 0.045
H 3.639 -3.228 -0.975 0.000
O -1.262 -2.184 -2.687 0.000
C -4.430 3.126 0.999 0.000
H -3.138 0.364 -2.617 0.000
O 0.815 1.558 1.541 0.016
C -2.549 -2.622 -2.446 0.000
O -2.575 2.545 -3.544 0.000
H -2.290 5.063 2.392 0.000
C -2.590 -0.457 -2.156 0.000
C 2.280 -1.845 6.533 0.000
C 2.192 -5.374 -0.515 0.000
H -2.477 3.373 2.915 0.000
H 1.735 -2.465 3.778 0.000
O -0.603 3.282 -2.794 0.000
O 2.491 -2.074 7.739 0.000
H 0.600 -3.075 -0.718 0.000
O -3.274 2.603 0.465 0.000
Cl 1.140 0.346 0.846 0.026
H 1.235 1.068 -3.851 0.000
H 1.460 -2.938 -2.277 0.000
H 0.973 4.048 -3.662 0.000
C 1.995 -0.628 4.620 0.000
Pd 4.389 1.442 0.069 2.542
C 2.708 -3.174 -0.410 0.000
O -5.591 2.905 0.653 0.000
O 1.342 -2.472 5.807 0.000
C 0.857 2.052 -4.131 0.000
O -2.856 -3.771 -2.447 0.000
C -2.207 3.518 0.738 0.000
H -1.474 -0.474 -3.828 0.000
H 0.168 -1.616 4.272 0.000
O -4.011 4.081 1.881 0.000
H 2.666 -0.468 3.776 0.000
C 1.478 -3.387 -1.284 0.000
```

As for the frontier orbital gap (spin up / spin down): 0.33150 / 0.13143 Ha. Its spin multiplicity is 4. As for the expectation value of S²: 3.7545. The calculated total energy is -2600.6561 Ha. As for the total charge: 0.

=====

Entry 4:
Here is an isolated molecule of C15H20F2N2S2 from the Open Molecules 2025 dataset. Energies are from wB97M-V/def2-TZVPD.

Geometry as XYZ:
```
41
Properties=species:S:1:pos:R:3:nbo_charge:R:1
S -1.262 -4.730 -1.316 0.195
H -0.518 3.152 -2.758 0.209
N 2.531 -0.552 0.543 -0.627
H -1.017 2.626 1.797 0.199
C 2.486 0.813 0.310 0.304
C 1.671 -1.521 0.050 0.170
C 0.365 3.032 -2.134 -0.601
H -3.440 -4.915 -0.291 0.153
H 0.644 -0.236 -1.328 0.216
H 0.805 2.058 -2.341 0.203
C -1.038 1.735 1.161 -0.224
C -0.169 -2.209 -1.346 -0.183
H 1.088 3.795 -2.410 0.213
H -0.923 -1.983 -2.084 0.229
H 0.062 -0.105 1.082 0.220
H 2.557 -3.068 1.243 0.218
C -0.072 -3.488 -0.824 -0.231
C 1.218 2.879 0.235 -0.232
H -3.152 1.457 1.505 0.213
H 0.573 0.961 2.399 0.201
H 2.133 3.205 -0.262 0.257
H -2.326 0.012 0.920 0.211
C 0.259 0.935 1.346 -0.220
F -2.155 -4.355 1.134 -0.340
H 0.991 -4.815 0.474 0.229
C -1.138 2.177 -0.297 -0.397
S 3.899 1.553 -0.133 -0.235
C 0.917 -3.808 0.093 -0.164
C -2.574 -4.258 -0.143 0.426
N 1.329 1.466 0.516 -0.429
C -2.233 0.879 1.570 -0.599
F -2.956 -2.976 -0.313 -0.343
H -2.120 0.530 2.594 0.211
C 1.788 -2.830 0.524 -0.249
H -2.105 2.648 -0.479 0.217
H 3.468 -0.877 0.745 0.423
H 1.133 3.424 1.181 0.196
H -1.083 1.290 -0.932 0.197
H -0.334 4.175 -0.462 0.204
C -0.005 3.150 -0.657 -0.219
C 0.700 -1.230 -0.911 -0.222
```

As for the frontier orbital gap: 0.31432 Ha. The calculated total energy is -1689.2194 Ha. As for the total charge: 0. Its SMILES is C[C@@H]1C[C@H](C)CN(C(=S)Nc2ccc(SC(F)F)cc2)C1.

=====

Entry 5:
Here is an isolated molecule of C15H20N2O2 in a non-equilibrium geometry from the Open Molecules 2025 dataset. Energies are from wB97M-V/def2-TZVPD.

Geometry as XYZ:
```
39
Properties=species:S:1:pos:R:3:nbo_charge:R:1
H 0.165 -3.989 -0.053 0.210
C -2.595 4.586 1.425 -0.316
C 0.767 -2.530 -1.577 -0.210
H -3.503 4.877 2.005 0.220
C -0.112 -0.597 -0.217 0.143
N -2.907 4.204 0.051 -0.610
C -1.960 2.327 0.991 -0.421
H 0.583 -3.254 -2.392 0.214
H -0.655 -1.061 -2.281 0.211
C -1.965 3.305 1.997 0.549
H -1.885 5.432 1.461 0.218
H 3.212 -0.183 -0.997 0.213
C -2.493 2.913 -0.199 0.657
H -1.704 0.711 -0.853 0.442
O -2.385 2.442 -1.330 -0.653
C -1.447 1.063 1.143 0.216
N -1.290 0.284 -0.017 -0.579
H -1.286 -2.216 -1.075 0.214
H 2.875 -2.405 -1.998 0.204
C 1.370 -2.370 0.844 -0.211
H -2.738 4.856 -0.705 0.404
H 0.422 -0.715 1.899 0.207
H 1.971 -1.214 -2.891 0.213
C -0.446 -1.599 -1.355 -0.409
C 1.009 -3.338 -0.294 -0.405
H -0.723 -2.008 1.302 0.215
H 1.852 -3.982 -0.481 0.204
H 2.878 -0.897 1.359 0.211
H 3.426 -2.185 0.273 0.205
H 1.356 1.006 0.164 0.213
H 1.570 -2.942 1.768 0.214
H -1.054 0.799 2.134 0.235
C 0.173 -1.401 1.061 -0.417
C 2.608 -1.530 0.502 -0.401
H 0.927 0.752 -1.502 0.212
C 1.160 0.209 -0.588 -0.413
C 2.335 -0.759 -0.772 -0.226
O -1.551 3.128 3.124 -0.576
C 2.042 -1.723 -1.930 -0.399
```

As for the frontier orbital gap: 0.31824 Ha. The energy above the lowest of the compared OMol25 structures with the same formula, charge and spin is 7.6 kcal per mole. The calculated total energy is -843.6146 Ha. As for the total charge: 0. Its SMILES is O=C1CNC(=O)/C1=C\N[C@]12C[C@H]3C[C@H](C[C@H](C3)C1)C2.

=====

> The lowest calculated total energy belongs to which entry?

C15H20Cl4N4O2SSiTl